Below is an isolated molecule of C4H10N2 in a non-equilibrium geometry, with properties calculated with wB97M-V/def2-TZVPD.

Last column: Mulliken charge in e.
Cartesian coordinates (Å):
1 C -0.251 0.476 -0.669  -0.151
2 H 0.168 0.757 -2.812  0.280
3 C -0.699 -0.340 1.689  -1.474
4 H 2.231 0.516 0.306  0.230
5 C 0.064 0.013 -2.029  -0.420
6 H 0.563 -1.298 0.290  0.137
7 C 0.315 -0.230 0.563  0.550
8 H -0.265 -0.958 2.490  0.381
9 H -1.064 0.596 2.136  0.336
10 H 1.864 0.075 1.855  0.254
11 H -1.545 -0.954 1.325  0.356
12 H -1.971 0.340 -1.878  0.248
13 H -0.314 1.590 -0.567  0.336
14 H 0.642 -0.862 -2.263  0.234
15 N 1.498 0.523 1.007  -0.739
16 N -1.237 -0.244 -1.443  -0.558

Computed properties:
SMILES string ... C[C@H](N)[C@H]1CN1
Lowest unoccupied orbital energy ... 0.0437 Ha
HOMO level ... -9.38 eV
E_tot ... -267.874418 Eh
Frontier orbital gap ... 10.56 eV

=====

Below is a 2-piece molecular cluster, C4H10N2 overall in a non-equilibrium geometry, with properties calculated with wB97M-V/def2-TZVPD.

Last column: Mulliken charge in e.
Cartesian coordinates (Å):
1 H -0.213 -2.519 3.135  0.249
2 C 0.471 -1.738 3.478  -1.030
3 N -1.240 1.817 -1.716  -0.627
4 C -1.362 0.976 -2.663  0.017
5 H 2.185 0.234 1.201  0.268
6 H 1.484 -2.130 3.573  0.319
7 C 0.620 -0.567 2.479  0.042
8 H 0.424 0.400 -2.479  0.292
9 H 0.134 -1.449 4.481  0.309
10 C 1.753 -0.587 1.774  -0.749
11 H -2.276 0.690 -3.199  0.335
12 H -0.232 0.615 -4.225  0.247
13 H -0.288 -0.007 2.294  0.348
14 H 2.110 -1.545 1.395  0.244
15 N -0.215 0.337 -3.260  -0.510
16 H -2.217 2.084 -1.571  0.247

Computed properties:
SMILES string ... [H]/N=C/N.C=CC
Lowest unoccupied orbital energy ... 0.0374 Ha
HOMO level ... -8.92 eV
E_tot ... -267.815208 Eh
Frontier orbital gap ... 9.94 eV

=====

Below is a 2-piece molecular cluster, C4H10N2O overall in a non-equilibrium geometry, with properties calculated with wB97M-V/def2-TZVPD.

Last column: Mulliken charge in e.
Cartesian coordinates (Å):
1 C -1.711 -1.188 0.383  -1.526
2 H -0.544 2.637 -0.552  0.227
3 N -0.509 0.941 0.587  -0.122
4 C -0.705 -0.229 -0.170  0.656
5 H -2.716 -0.784 0.234  0.397
6 N 0.119 2.001 -0.103  -0.660
7 H 3.417 -0.897 0.046  0.266
8 O -0.824 -0.057 -1.533  -0.530
9 C 1.348 -1.176 -0.067  -0.302
10 H -0.146 0.581 -1.797  0.420
11 H -1.546 -1.356 1.443  0.374
12 H 1.256 -2.246 -0.086  0.272
13 H -1.647 -2.131 -0.150  0.370
14 H 2.400 0.627 0.017  0.235
15 H -1.295 1.195 1.184  0.250
16 C 2.426 -0.450 0.000  -0.547
17 H 0.676 2.532 0.564  0.221

Computed properties:
Lowest unoccupied orbital energy ... 0.0318 Ha
HOMO level ... -7.50 eV
E_tot ... -343.013226 Eh
Frontier orbital gap ... 8.36 eV

=====

Below is an isolated molecule of C4H10N2O in a non-equilibrium geometry, with properties calculated with wB97M-V/def2-TZVPD.

Last column: Mulliken charge in e.
Cartesian coordinates (Å):
1 H -1.946 -0.653 -2.301  0.215
2 H 0.736 0.821 3.132  0.239
3 N 1.311 0.807 2.226  -0.492
4 H -0.295 -1.537 -0.480  0.380
5 H -1.019 -0.714 2.083  0.339
6 H -1.643 1.010 -1.438  0.258
7 O -0.134 0.106 -2.420  -0.544
8 C -1.156 -0.848 -0.342  -0.687
9 H -1.340 0.783 1.136  0.440
10 C -1.268 -0.008 -1.578  -0.340
11 N 1.360 -0.287 -0.029  -0.692
12 C 0.763 0.115 1.129  0.528
13 H -2.172 -1.250 -0.178  0.373
14 C -0.836 -0.067 1.107  -0.853
15 H 0.634 0.226 -1.771  0.371
16 H 1.971 1.640 2.076  0.253
17 H 2.434 0.027 -0.163  0.212

Computed properties:
SMILES string ... [H]/N=C(\N)CCCO
Lowest unoccupied orbital energy ... 0.0225 Ha
HOMO level ... -9.35 eV
E_tot ... -343.076169 Eh
Frontier orbital gap ... 9.96 eV

=====

Below is an isolated molecule of C4H10N2O, with properties calculated with wB97M-V/def2-TZVPD.

Last column: Mulliken charge in e.
Cartesian coordinates (Å):
1 C 0.893 -1.386 0.763  -0.919
2 H 1.879 -1.865 0.752  0.316
3 H 2.325 -0.512 -1.113  0.246
4 O -1.082 2.626 1.285  -0.491
5 H -1.618 -1.456 -0.449  0.375
6 C -1.305 0.489 0.310  -0.334
7 H 0.213 -2.076 1.274  0.301
8 C -0.947 -0.611 -0.654  -0.734
9 H -1.203 -0.300 -1.676  0.304
10 H 0.006 2.033 -0.364  0.340
11 C -0.755 1.703 0.332  -0.045
12 H 1.241 -0.335 -2.296  0.201
13 H -0.368 3.288 1.306  0.350
14 H -2.054 0.245 1.060  0.281
15 N 0.437 -1.134 -0.608  0.095
16 N 1.356 -0.234 -1.283  -0.616
17 H 0.981 -0.473 1.362  0.330

Computed properties:
SMILES string ... CN(N)C/C=C/O
Lowest unoccupied orbital energy ... 0.0338 Ha
HOMO level ... -7.72 eV
E_tot ... -343.077526 Eh
Frontier orbital gap ... 8.64 eV

=====

Below is a 2-piece molecular cluster, C4H10N2O overall in a non-equilibrium geometry, with properties calculated with wB97M-V/def2-TZVPD.

Last column: Mulliken charge in e.
Cartesian coordinates (Å):
1 H 2.815 -0.972 2.185  0.303
2 H -2.541 0.915 -0.672  0.288
3 C 2.470 -0.785 1.165  -0.757
4 C -1.922 0.861 -1.568  -0.632
5 H 3.046 0.066 0.800  0.267
6 C 0.108 -1.055 0.872  0.759
7 H -1.423 -2.316 1.465  0.265
8 H -0.115 1.804 0.492  0.260
9 H -1.405 -1.786 -0.316  0.224
10 C -0.978 -1.741 0.671  -1.075
11 N -0.063 2.058 -0.494  -0.514
12 H -2.103 1.767 -2.149  0.319
13 O -0.422 0.948 -1.271  -0.213
14 H -2.107 -0.013 -2.187  0.246
15 N 1.087 -0.408 1.224  -0.281
16 H 2.673 -1.667 0.549  0.308
17 H 0.880 2.326 -0.764  0.232

Computed properties:
SMILES string ... C=C=NC.CON
Lowest unoccupied orbital energy ... 0.0365 Ha
HOMO level ... -8.55 eV
E_tot ... -343.013490 Eh
Frontier orbital gap ... 9.54 eV

=====

Below is an isolated molecule of C4H10N2O in a non-equilibrium geometry, with properties calculated with wB97M-V/def2-TZVPD.

Last column: Mulliken charge in e.
Cartesian coordinates (Å):
1 H 0.642 -1.964 0.883  0.376
2 C -0.253 0.216 -1.019  -0.706
3 N 0.911 0.513 1.149  -0.151
4 H -0.434 1.272 -1.228  0.377
5 H -1.264 -0.674 -2.595  0.213
6 H -1.088 0.387 0.942  0.119
7 H 2.474 1.815 1.451  0.333
8 C 1.697 1.520 0.719  -0.133
9 C -0.363 -1.570 0.760  -1.355
10 H -0.900 -2.065 -0.043  0.345
11 H 1.065 0.247 2.105  0.261
12 N -1.475 -0.386 -1.646  -0.613
13 H -0.920 -1.812 1.665  0.312
14 O 1.643 2.181 -0.299  -0.548
15 H -2.169 0.338 -1.770  0.257
16 H 0.686 0.056 -1.535  0.438
17 C -0.253 -0.074 0.461  0.475

Computed properties:
SMILES string ... C[C@H](CN)NC=O
Lowest unoccupied orbital energy ... 0.0332 Ha
HOMO level ... -9.26 eV
E_tot ... -343.150057 Eh
Frontier orbital gap ... 10.17 eV

=====

Below is an isolated molecule of C4H10N2O in a non-equilibrium geometry, with properties calculated with wB97M-V/def2-TZVPD.

Last column: Mulliken charge in e.
Cartesian coordinates (Å):
1 N -1.482 -0.755 0.105  -0.934
2 H -0.980 1.732 -0.530  0.250
3 H 3.130 0.932 -0.707  0.297
4 H -2.838 0.773 0.568  0.322
5 C -0.196 1.261 0.029  -0.461
6 O 2.435 0.640 -0.079  -0.526
7 H 0.820 1.430 0.382  0.369
8 H 0.879 -0.571 1.781  0.373
9 C 0.712 -0.813 0.741  -0.774
10 H -3.540 -0.620 -0.451  0.239
11 H -2.323 0.649 -1.145  0.275
12 H 0.275 -1.854 0.579  0.353
13 H 2.666 -1.481 0.111  0.327
14 H 1.478 -0.711 -1.189  0.288
15 N -0.455 -0.002 0.295  0.704
16 C -2.576 0.047 -0.305  -0.853
17 C 1.996 -0.657 -0.184  -0.249

Computed properties:
Lowest unoccupied orbital energy ... 0.0253 Ha
HOMO level ... -7.40 eV
E_tot ... -343.017197 Eh
Frontier orbital gap ... 8.09 eV

=====

Below is a 3-piece molecular cluster, C4H10N2O overall in a non-equilibrium geometry, with properties calculated with wB97M-V/def2-TZVPD.

Last column: Mulliken charge in e.
Cartesian coordinates (Å):
1 H 0.532 1.773 -1.097  0.269
2 C 0.095 -0.408 1.291  -0.084
3 H 0.567 0.353 1.900  0.280
4 H 2.114 -0.399 0.099  0.437
5 C -0.962 -0.082 0.514  0.602
6 C 1.263 -0.022 -0.459  -0.573
7 H 0.980 -1.772 -1.465  0.260
8 H -1.763 0.263 2.942  0.235
9 N 1.078 -0.778 -1.636  -0.469
10 H -1.570 0.223 -1.467  0.183
11 H -2.894 0.149 -0.176  0.323
12 H 0.307 -1.452 1.479  0.259
13 C -1.841 0.106 -0.422  -0.919
14 O -1.741 -0.558 2.428  -0.812
15 H 2.182 1.676 -1.090  0.235
16 H 0.321 -0.454 -2.226  0.246
17 N 1.332 1.382 -0.617  -0.472

Computed properties:
Lowest unoccupied orbital energy (spin up / spin down) ... 0.0231 / 0.0231 Ha
HOMO level (spin up / spin down) ... -6.96 / -6.95 eV
E_tot ... -342.943985 Eh
Frontier orbital gap (spin up / spin down) ... 7.59 / 7.58 eV

=====

Below is a 2-piece molecular cluster, C4H10N2O overall in a non-equilibrium geometry, with properties calculated with wB97M-V/def2-TZVPD.

Last column: Mulliken charge in e.
Cartesian coordinates (Å):
1 H 2.414 -0.736 -1.243  0.325
2 H -3.048 -1.640 -0.960  0.257
3 N 0.036 2.525 2.016  0.093
4 H 0.818 2.806 3.901  0.229
5 H 0.140 0.205 -1.705  0.312
6 C -0.957 -1.562 -1.099  -0.163
7 H -0.205 4.062 3.266  0.265
8 H 0.451 -1.217 -2.710  0.259
9 H -2.317 0.040 -1.111  0.252
10 H -0.861 -2.642 -1.111  0.244
11 O 0.534 1.397 1.928  -0.377
12 C -2.166 -1.026 -1.039  -0.718
13 C 1.528 -1.238 -0.860  -1.070
14 H 1.379 -0.962 0.181  0.262
15 C 0.294 -0.874 -1.683  -0.278
16 N 0.257 3.176 3.131  -0.217
17 H 1.702 -2.313 -0.903  0.324

Computed properties:
SMILES string ... C=CCC.NN=O
Lowest unoccupied orbital energy ... 0.0352 Ha
HOMO level ... -9.32 eV
E_tot ... -343.045299 Eh
Frontier orbital gap ... 10.28 eV